(1)
Computed, not measured: a molecular structure, C43H34ClP3S2Sn, with wB97M-V/def2-TZVPD.

Max |F| = 0.346 eV/Å
2S+1 = 1
Kohn-Sham gap = 0.2868 hartree
Charge = +2
HOMO energy = -13.244 eV
Total energy = -113022.147 eV

Geometry as XYZ:
```
84
C43H34ClP3S2Sn wB97M-V/def2-TZVPD
Sn 1.6609 -0.8360 1.9687
S 2.3223 1.6255 1.4998
P 0.3738 2.0564 1.2366
C -0.4055 0.4945 1.6728
P -2.1414 0.2618 1.8694
S -0.9829 0.3277 3.5048
C -3.3609 1.5589 1.8027
C -3.4092 2.5368 2.7974
C -4.3858 3.5176 2.7362
C -5.2939 3.5320 1.6876
C -5.2450 2.5589 0.6961
C -4.2872 1.5641 0.7528
C -2.7974 -1.2111 1.1501
C -2.1159 -1.8005 0.0881
C -2.6744 -2.8949 -0.5515
C -3.8908 -3.4006 -0.1164
C -4.5655 -2.8142 0.9497
C -4.0309 -1.7071 1.5813
C -0.1413 3.4533 2.2225
C 0.2508 3.5138 3.5621
C -0.1646 4.5729 4.3505
C -0.9529 5.5773 3.8014
C -1.3269 5.5266 2.4664
C -0.9282 4.4633 1.6719
C 0.0316 2.4527 -0.4802
C -1.1143 2.0141 -1.1380
C -1.3988 2.4746 -2.4142
C -0.5455 3.3809 -3.0274
C 0.6066 3.8068 -2.3800
C 0.9031 3.3406 -1.1103
H -2.6967 2.5279 3.6120
H -4.4373 4.2686 3.5120
H -6.0555 4.2989 1.6471
H -5.9653 2.5671 -0.1096
H -4.2753 0.7859 0.0004
H -1.1668 -1.3963 -0.2422
H -2.1548 -3.3524 -1.3821
H -4.3234 -4.2582 -0.6134
H -5.5125 -3.2168 1.2800
H -4.5651 -1.2325 2.3949
H 0.9011 2.7549 3.9800
H 0.1428 4.6263 5.3853
H -1.2607 6.4125 4.4154
H -1.9243 6.3194 2.0379
H -1.2223 4.4320 0.6300
H -1.7983 1.3246 -0.6640
H -2.2912 2.1357 -2.9226
H -0.7774 3.7547 -4.0155
H 1.2746 4.5065 -2.8629
H 1.8042 3.6721 -0.6089
Cl 4.5974 -0.6492 1.3758
C 4.8968 -2.2065 0.6512
C 6.1175 -2.8090 0.9006
C 6.3892 -4.0348 0.3150
C 5.4458 -4.6414 -0.5035
C 4.2281 -4.0258 -0.7346
C 3.9310 -2.7892 -0.1583
P 2.3381 -1.9694 -0.4668
C 2.5708 -0.8847 -1.8849
C 1.4417 -0.3578 -2.5158
C 1.5944 0.4454 -3.6331
C 2.8662 0.7606 -4.0954
C 3.9868 0.2616 -3.4521
C 3.8438 -0.5735 -2.3528
C 1.2568 -3.3401 -0.9473
C 1.0104 -3.6592 -2.2825
C 0.3027 -4.8121 -2.5966
C -0.1419 -5.6533 -1.5850
C 0.0991 -5.3358 -0.2548
C 0.7881 -4.1770 0.0649
H 6.8403 -2.3220 1.5388
H 7.3395 -4.5149 0.5016
H 5.6573 -5.5972 -0.9616
H 3.4992 -4.5132 -1.3692
H 0.4441 -0.6088 -2.1693
H 0.7221 0.8213 -4.1477
H 2.9825 1.3886 -4.9679
H 4.9751 0.4999 -3.8197
H 4.7190 -0.9935 -1.8755
H 1.3821 -3.0213 -3.0724
H 0.1196 -5.0635 -3.6318
H -0.6708 -6.5632 -1.8350
H -0.2462 -5.9915 0.5329
H 0.9878 -3.9473 1.1082
```



(2)
Computed, not measured: 2 unconnected molecules or ions with the total composition CH2ClIOS in a non-equilibrium geometry, with wB97M-V/def2-TZVPD.

Max |F| = 2.436 eV/Å
2S+1 = 1
Kohn-Sham gap (spin up / spin down) = 0.2958 / 0.2694 hartree
HOMO energy (spin up / spin down) = -8.845 / -8.482 eV
Total energy = -34572.215 eV

Geometry as XYZ:
```
7
CH2ClIOS wB97M-V/def2-TZVPD
C -0.7767 0.1910 0.8085
O 1.6378 0.7399 -1.0952
S 0.5112 -0.0309 -1.6133
Cl 0.4423 -2.0509 -1.3562
I 0.7547 1.2336 1.5873
H -0.9047 -0.8732 1.2623
H -1.6647 0.7905 0.4065
```